The following is a DFT calculation (the ωB97M-V functional and the def2-TZVPD basis) of a molecular structure, C18H14CrN6O2S3Te in a non-equilibrium geometry.

The geometry in XYZ format:
```
45
Properties=species:S:1:pos:R:3:nbo_charge:R:1
Cr 11.62 10.11 8.28 0.849
S 13.89 10.15 8.76 -0.157
C 14.57 11.43 7.82 -0.292
C 16.02 11.59 7.92 0.291
N 17.18 11.58 8.06 -0.339
C 13.75 12.26 7.16 -0.319
S 12.09 11.97 6.93 -0.092
C 14.34 13.42 6.63 0.285
N 14.86 14.34 6.18 -0.340
C 6.59 11.94 8.01 -0.393
N 7.62 11.25 7.29 -0.429
C 7.31 10.35 6.25 0.058
C 8.20 9.47 5.76 -0.355
C 9.53 9.39 6.31 0.612
O 10.39 8.61 5.88 -0.640
N 9.76 10.25 7.35 -0.740
C 8.83 11.06 7.94 0.771
O 9.01 11.65 9.00 -0.656
H 7.00 12.75 8.54 0.242
H 6.07 11.25 8.70 0.187
H 5.80 12.30 7.34 0.190
H 6.30 10.41 5.87 0.200
H 7.92 8.75 5.00 0.225
Te 11.17 10.79 10.81 0.151
C 12.46 9.57 11.87 -0.471
C 13.37 8.60 11.55 -0.327
C 13.90 7.96 12.68 -0.254
C 13.36 8.37 13.84 -0.438
S 12.21 9.66 13.61 0.385
H 13.51 8.27 10.51 0.228
H 14.69 7.18 12.55 0.215
H 13.45 7.94 14.83 0.222
N 13.13 7.49 6.98 -0.776
C 12.09 7.07 7.76 0.445
C 11.76 5.70 7.86 -0.289
C 10.83 5.29 8.78 -0.133
C 10.17 6.25 9.59 -0.318
C 10.53 7.56 9.42 0.079
N 11.42 7.98 8.51 -0.562
H 13.61 6.82 6.42 0.388
H 13.51 8.44 6.95 0.425
H 12.39 4.99 7.26 0.211
H 10.66 4.22 8.91 0.213
H 9.45 6.08 10.37 0.224
H 9.99 8.28 9.99 0.224
```

**⟨S²⟩**: 3.995
**Molecular weight**: 622.15 g mol⁻¹
**E**: -100153.2313 eV
**Charge**: -1
**Kohn-Sham gap (alpha / beta)**: 5.9 / 6.7 eV
**Energy above the lowest of the compared OMol25 structures with the same formula, charge and spin**: 0.0 kcal per mole
**Spin multiplicity**: 4